A single C18H18N4 molecule, computed with ωB97M-V/def2-TZVPD.

## Properties
HOMO-LUMO gap	8.8	eV
energy above the lowest of the compared OMol25 structures with the same formula, charge and spin	69.00	kJ/mol
SMILES	c1ccc(NCc2ccc(CNc3ccccn3)cc2)nc1
HOMO level	-7.9724	eV

Bonds (Å) are listed after each position.
Positions of all 40 atoms, in Å:
1 C 4.5428 -0.8569 4.3138  C2 1.383, C36 1.390, H40 1.078
2 C 4.2589 -1.6277 3.2009  C1 1.383, N3 1.320, H39 1.083
3 N 3.0452 -1.7832 2.7048  C2 1.320, C4 1.337
4 C 2.0217 -1.1716 3.3091  N3 1.337, N5 1.358, C35 1.404
5 N 0.8099 -1.4179 2.7467  C4 1.358, H6 1.009, C7 1.440
6 H 0.8445 -2.0133 1.9332  N5 1.009
7 C -0.4203 -0.7073 2.9834  N5 1.440, C8 1.508, H33 1.100, H34 1.095
8 C -1.1230 -0.3743 1.6919  C7 1.508, C9 1.387, C13 1.390
9 C -2.4919 -0.5550 1.5564  C8 1.387, C10 1.383, H32 1.081
10 C -3.1289 -0.2414 0.3691  C9 1.383, C11 1.388, H31 1.081
11 C -2.4123 0.2605 -0.7082  C10 1.388, C12 1.390, C16 1.513
12 C -1.0404 0.4391 -0.5730  C11 1.390, C13 1.381, H15 1.080
13 C -0.4040 0.1264 0.6126  C8 1.390, C12 1.381, H14 1.080
14 H 0.6626 0.2724 0.7047  C13 1.080
15 H -0.4658 0.8226 -1.4033  C12 1.080
16 C -3.1063 0.5949 -2.0098  C11 1.513, N17 1.442, H29 1.095, H30 1.093
17 N -2.4756 0.0005 -3.1623  C16 1.442, C18 1.365, H28 1.011
18 C -1.4429 0.5310 -3.8799  N17 1.365, N19 1.336, C23 1.404
19 N -0.7777 -0.3615 -4.6190  C18 1.336, C20 1.320
20 C 0.1956 0.0610 -5.4049  N19 1.320, C21 1.383, H27 1.083
21 C 0.5813 1.3853 -5.5070  C20 1.383, C22 1.390, H26 1.078
22 C -0.1051 2.3168 -4.7366  C21 1.390, C23 1.378, H25 1.081
23 C -1.1275 1.8988 -3.9126  C18 1.404, C22 1.378, H24 1.079
24 H -1.6677 2.6119 -3.3101  C23 1.079
25 H 0.1593 3.3641 -4.7800  C22 1.081
26 H 1.3866 1.6820 -6.1593  C21 1.078
27 H 0.6917 -0.7138 -5.9759  C20 1.083
28 H -2.4810 -1.0098 -3.1889  N17 1.011
29 H -4.1418 0.2410 -1.9712  C16 1.095
30 H -3.1326 1.6796 -2.1430  C16 1.093
31 H -4.1956 -0.3901 0.2796  C10 1.081
32 H -3.0650 -0.9466 2.3845  C9 1.081
33 H -1.0888 -1.3025 3.6224  C7 1.100
34 H -0.1967 0.2256 3.5116  C7 1.095
35 C 2.2028 -0.3785 4.4538  C4 1.404, C36 1.378, H38 1.079
36 C 3.4797 -0.2239 4.9476  C1 1.390, C35 1.378, H37 1.081
37 H 3.6494 0.3813 5.8273  C36 1.081
38 H 1.3646 0.0883 4.9466  C35 1.079
39 H 5.0420 -2.1510 2.6665  C2 1.083
40 H 5.5524 -0.7566 4.6783  C1 1.078